# 1
{
  "formula": "C4H10N3",
  "method": "wB97M-V/def2-TZVPD",
  "homo_ev": -13.58,
  "total_charge": 1,
  "spin_multiplicity": 1,
  "e_above_lowest_ev": 2.207,
  "max_force_ha_per_bohr": 0.0916,
  "elements": ["C", "N", "C", "C", "N", "C", "N", "H", "H", "H", "H", "H", "H", "H", "H", "H", "H"],
  "coordinates": [[-1.4575, 0.9612, -0.0026], [-1.7584, -0.3428, -0.0333], [-0.7369, -1.3472, 0.3571], [0.7998, -1.1677, -0.1805], [1.8090, -0.2005, 0.1100], [1.2627, 1.1359, -0.0121], [-0.2208, 1.5411, 0.0896], [-2.2475, 1.6824, -0.2293], [-2.6605, -0.6883, -0.4704], [-1.0102, -2.2918, -0.0455], [-0.8887, -1.6366, 1.3552], [1.1894, -2.1712, -0.0955], [0.5851, -0.9582, -1.2056], [2.2276, -0.2883, 1.0861], [1.3566, 1.3338, -1.1620], [1.9406, 1.8873, 0.3986], [-0.1903, 2.5511, 0.0403]],
  "forces_ev_per_angstrom": [[1.745, 0.205, -1.045], [0.700, 0.611, -0.300], [1.286, 0.569, -0.698], [-1.926, -0.834, -0.473], [-0.916, 1.285, 4.232], [0.751, -0.014, -4.648], [-1.162, -1.448, 1.266], [0.098, -0.332, 0.259], [1.482, 0.980, 1.074], [-0.301, -0.610, -1.301], [0.261, 0.601, 2.004], [0.282, -0.171, -0.026], [-0.058, -0.368, -1.205], [-0.813, -0.207, -1.576], [-0.010, -0.171, 1.688], [-0.699, -0.083, 0.652], [-0.720, -0.014, 0.096]],
  "lowdin_charge": [-0.0557, 0.0559, -0.0937, -0.1747, -0.0521, -0.1599, 0.0895, 0.1595, 0.1988, 0.1080, 0.1020, 0.1224, 0.1091, 0.1573, 0.1596, 0.1332, 0.1409]
}

***

# 2
{
  "formula": "C4H11N3O",
  "method": "wB97M-V/def2-TZVPD",
  "homo_ev": -8.59,
  "spin_multiplicity": 1,
  "e_above_lowest_ev": 1.090,
  "max_force_ha_per_bohr": 0.0184,
  "elements": ["C", "N", "C", "O", "C", "N", "C", "N", "H", "H", "H", "H", "H", "H", "H", "H", "H", "H", "H"],
  "coordinates": [[-1.4113, -2.4186, -1.0758], [-0.2145, -1.6835, -1.3670], [0.4260, -0.8452, -0.5132], [1.5465, -0.4192, -0.7287], [-0.3610, -0.4033, 0.7047], [0.3234, 0.6629, 1.4019], [-0.3215, 1.9952, 1.3543], [0.2256, 2.9431, 0.4141], [-1.6285, -2.4974, -0.0139], [-1.3176, -3.4375, -1.4459], [-2.2962, -2.0281, -1.5835], [0.2191, -1.8772, -2.2531], [-0.5109, -1.2429, 1.3899], [-1.3555, -0.1536, 0.3220], [1.2410, 0.7599, 0.9840], [-1.3715, 1.8498, 1.1530], [-0.2378, 2.4263, 2.3592], [1.2263, 3.0450, 0.5171], [0.0170, 2.6983, -0.5442]],
  "forces_ev_per_angstrom": [[-0.736, -0.501, -0.279], [0.071, -0.016, 0.088], [0.217, -0.115, -0.221], [-0.018, 0.041, -0.245], [0.175, -0.132, 0.111], [-0.571, 0.521, -0.052], [0.670, -0.336, 0.581], [-0.262, 0.170, -0.104], [0.157, 0.156, 0.002], [0.179, -0.148, 0.052], [-0.031, 0.296, 0.103], [0.369, 0.048, 0.108], [-0.002, -0.195, -0.127], [-0.065, 0.381, 0.286], [0.162, -0.193, 0.021], [-0.417, 0.064, -0.084], [-0.019, 0.047, -0.201], [-0.009, 0.002, -0.007], [0.130, -0.090, -0.031]],
  "lowdin_charge": [-0.0961, 0.0145, -0.4821, 0.0464, -0.1707, -0.0533, -0.3074, 0.0109, 0.0789, 0.0841, 0.0846, 0.1412, 0.1154, 0.1187, 0.0819, 0.0994, 0.1033, 0.0670, 0.0634]
}

***

# 3
{
  "formula": "C23H29N3O2",
  "method": "wB97M-V/def2-TZVPD",
  "homo_ev": -8.29,
  "spin_multiplicity": 1,
  "e_above_lowest_ev": 18.613,
  "max_force_ha_per_bohr": 0.3476,
  "elements": ["C", "C", "C", "C", "C", "N", "C", "C", "C", "O", "C", "C", "C", "C", "C", "C", "O", "N", "C", "C", "C", "C", "C", "C", "N", "C", "C", "C", "H", "H", "H", "H", "H", "H", "H", "H", "H", "H", "H", "H", "H", "H", "H", "H", "H", "H", "H", "H", "H", "H", "H", "H", "H", "H", "H", "H", "H"],
  "coordinates": [[2.9286, 3.0614, -1.3480], [3.7552, 2.1310, -0.5830], [3.7761, 2.1125, 0.8077], [3.0815, 3.1963, 1.5263], [4.9211, 1.2062, 1.5760], [4.4585, -0.0785, 2.0141], [3.2932, -0.0307, 2.9285], [2.0093, -0.1209, 2.4427], [1.8124, -1.2291, 1.2949], [0.4637, -1.0985, 0.7994], [-0.6507, -1.3792, 1.4370], [-0.6801, -1.9499, 2.6125], [-2.0202, -2.5829, 3.1442], [-3.0646, -2.1815, 2.1598], [-3.1015, -1.7681, 1.0084], [-4.3344, -1.5670, 0.2845], [-5.2961, -1.2575, 0.6894], [-4.1165, -1.6895, -1.1129], [-5.1913, -1.5702, -2.0844], [-4.8414, -0.3389, -2.9692], [-5.5504, 0.1458, -3.9552], [-5.1177, 1.0410, -4.7679], [-3.8714, 1.1743, -5.1384], [-2.9200, 0.3680, -4.0217], [-3.4300, -0.4171, -3.1898], [-1.7512, -1.6295, 0.5467], [2.8756, -0.8779, 0.3749], [4.1259, -1.1264, 0.9981], [3.0136, 4.1724, -1.1806], [1.8149, 2.8675, -1.0403], [3.2847, 2.8303, -2.4912], [4.4502, 1.5635, -1.0747], [2.1746, 3.2451, 0.9830], [3.6115, 4.2990, 1.4705], [3.1304, 3.1794, 2.6649], [5.7534, 1.0631, 1.0193], [5.0133, 1.6909, 2.4466], [3.4348, 0.6809, 3.8829], [3.3997, -1.0587, 3.5398], [1.2239, -0.0640, 2.9597], [1.6933, 0.9179, 1.9245], [1.8829, -2.0229, 2.0689], [0.1106, -2.1443, 3.1531], [-2.0323, -3.0001, 4.0937], [-3.9911, -2.6527, 2.6255], [-3.3529, -1.9066, -1.3424], [-5.7321, -2.2518, -2.5771], [-6.0369, -1.0773, -1.4168], [-6.6293, 0.0602, -3.9196], [-5.7027, 1.2937, -5.6266], [-3.4505, 1.6260, -6.0235], [-1.9367, 0.5060, -4.3614], [-1.6162, -0.8463, -0.3059], [2.7799, -1.7096, -0.5065], [2.7083, 0.0208, -0.2280], [4.9797, -0.7881, 0.3484], [4.4572, -2.0375, 1.4393]],
  "forces_ev_per_angstrom": [[-1.211, 0.192, -2.574], [-0.527, 1.562, 5.293], [3.695, -0.451, -2.499], [2.288, 2.508, 1.877], [-6.092, -0.292, -2.036], [-2.142, -0.987, 1.595], [5.379, -2.042, 6.387], [-0.355, 3.653, -9.186], [-2.578, 2.637, 5.159], [2.978, 1.403, -2.051], [-1.699, -2.522, -3.824], [-7.531, -3.469, 4.059], [3.567, 5.902, -7.474], [-2.296, -8.125, 15.753], [5.014, 2.464, -7.624], [10.835, -3.048, -8.624], [-12.777, 3.732, 6.402], [-14.228, 2.077, 4.413], [-0.370, 7.779, 4.614], [4.185, -5.408, -0.140], [-5.619, -1.657, 4.805], [0.622, 3.491, -7.640], [5.441, -1.927, 4.545], [-2.824, 3.454, -5.783], [-0.859, 0.800, 2.147], [-0.479, 5.962, -1.781], [-2.814, -4.836, -5.753], [5.878, 4.164, 0.327], [0.505, -1.061, 0.068], [1.625, 0.151, -1.409], [-1.884, 0.860, 2.458], [1.434, -1.691, -1.278], [-1.651, 0.719, 0.587], [-0.967, -2.511, -0.755], [-1.023, -0.811, -1.405], [2.706, 0.030, -1.765], [1.329, 2.230, 3.091], [-0.195, -0.901, -2.438], [0.166, 1.532, -0.923], [-5.609, -0.695, 5.595], [1.025, -1.663, 0.125], [0.362, -1.112, -1.750], [4.154, -0.519, 2.862], [-0.686, -0.801, 1.313], [0.252, 1.210, -0.805], [13.808, -3.937, -4.638], [-0.842, -3.623, -1.842], [1.219, -1.199, -0.948], [-0.243, -0.500, 0.130], [-1.545, 0.776, 0.045], [-0.054, 0.298, 0.210], [1.797, -0.728, 0.588], [-0.178, -2.146, 0.447], [0.349, 1.505, 1.497], [0.220, 0.017, 1.049], [-0.787, -1.289, -0.548], [-0.764, -1.155, 0.050]],
  "lowdin_charge": [-0.1361, -0.1910, -0.2374, -0.1024, -0.1036, -0.1532, -0.2339, -0.1856, -0.2528, 0.0045, -0.3369, 0.0191, 0.1134, -0.1156, -0.2043, -0.5084, 0.2211, 0.1106, -0.0701, -0.1736, -0.1167, -0.1991, 0.0332, -0.0762, 0.0932, 0.1017, -0.1779, -0.1779, 0.0790, 0.1081, 0.1242, 0.0701, 0.0398, 0.1406, 0.0927, 0.0840, 0.0663, 0.1701, 0.1571, 0.0354, 0.1705, 0.1600, 0.0455, 0.0627, 0.1403, -0.0472, 0.0745, 0.1582, 0.1351, 0.1127, 0.0893, 0.0679, 0.1612, 0.1789, 0.1159, 0.1385, 0.1244]
}

***

# 4
{
  "formula": "C4H4O2Tm",
  "method": "wB97M-V/def2-TZVPD",
  "homo_ev": [-11.19, -11.02],
  "total_charge": 1,
  "spin_multiplicity": 3,
  "s2": 2.02,
  "e_above_lowest_ev": 0.864,
  "max_force_ha_per_bohr": 0.1512,
  "elements": ["H", "O", "C", "C", "C", "C", "O", "Tm", "H", "H", "H"],
  "coordinates": [[-2.2033, 0.5062, 1.8694], [1.9418, -0.1203, -0.6884], [0.6627, -0.7192, -0.3272], [-0.1191, 0.3974, 0.3784], [-1.2635, 0.0462, 1.2326], [-1.7815, 0.6417, 0.1581], [-2.5866, 0.7552, -0.8121], [1.7607, 1.8708, 0.2245], [2.5541, -0.7277, -1.1109], [0.8602, -1.5818, 0.3279], [0.1747, -1.0685, -1.2522]],
  "forces_ev_per_angstrom": [[2.996, -1.283, 0.287], [0.679, 0.049, -0.292], [-1.172, -0.840, 0.591], [1.295, 0.796, 0.332], [-3.056, 1.183, 1.230], [-3.939, -1.411, -6.554], [3.629, 0.651, 4.124], [-0.327, 0.718, 0.197], [-0.098, -0.297, -0.118], [-0.075, 0.227, -0.118], [0.070, 0.207, 0.322]],
  "lowdin_charge": [0.2152, -0.2465, -0.2244, -0.3413, -0.0472, -0.3685, 0.0915, 1.5141, 0.1260, 0.1363, 0.1449]
}

***

# 5
{
  "formula": "C27H25BF6FeO2S",
  "method": "wB97M-V/def2-TZVPD",
  "homo_ev": [-4.69, -8.15],
  "spin_multiplicity": 5,
  "s2": 6.04,
  "e_above_lowest_ev": 2.821,
  "max_force_ha_per_bohr": 0.0925,
  "elements": ["C", "C", "C", "C", "C", "B", "C", "C", "C", "C", "F", "F", "F", "C", "C", "C", "F", "F", "F", "C", "O", "C", "C", "O", "S", "H", "H", "H", "H", "H", "H", "H", "H", "H", "H", "H", "H", "C", "C", "C", "C", "C", "C", "C", "Fe", "C", "C", "C", "C", "C", "H", "H", "H", "H", "H", "H", "H", "H", "H", "H", "H", "H", "H"],
  "coordinates": [[1.9236, 4.6595, -4.3343], [1.3934, 3.9782, -3.1298], [1.8558, 4.1531, -1.8297], [1.1163, 3.4124, -0.8692], [0.1059, 2.6233, -1.4220], [3.1484, -1.1455, -0.1805], [-1.0575, 2.1527, -0.7121], [-2.0588, 1.4605, -1.4252], [-3.1731, 0.9943, -0.7539], [-4.1730, 0.1762, -1.5177], [-5.4510, 0.4820, -1.1416], [-4.0855, 0.3625, -2.8715], [-4.0099, -1.1752, -1.3091], [-3.3920, 1.2671, 0.6008], [-2.4219, 1.9848, 1.2884], [-2.6176, 2.3183, 2.7511], [-1.4720, 2.1124, 3.4863], [-2.9600, 3.6288, 2.9214], [-3.5935, 1.5568, 3.3396], [-1.2700, 2.4347, 0.6604], [3.8725, -0.9361, -1.3458], [4.4501, 0.3513, -1.1035], [4.4353, 0.5569, 0.4191], [3.5950, -0.4969, 0.9477], [0.1146, 2.8189, -3.1753], [2.4370, 5.5785, -4.0313], [2.6659, 4.0209, -4.8353], [1.1353, 4.9155, -5.0533], [2.6873, 4.8107, -1.5900], [1.2756, 3.4684, 0.2027], [-1.9268, 1.2356, -2.4782], [-4.2935, 0.9336, 1.0972], [-0.5371, 2.9981, 1.2303], [5.4595, 0.3414, -1.5161], [3.8240, 1.1154, -1.6015], [5.4405, 0.4591, 0.8517], [4.0002, 1.5212, 0.7135], [1.8121, -2.9447, -0.9603], [1.5932, -1.4933, -0.4350], [0.7563, -1.5239, 0.8181], [-0.5240, -0.8860, 0.9786], [-0.9314, -0.9835, 2.3735], [0.0851, -1.7416, 3.0739], [1.1106, -2.1003, 2.1046], [-0.6687, -2.7784, 1.5727], [-0.5502, -4.6776, 1.0608], [-1.3616, -3.9259, 0.1211], [-2.4411, -3.3015, 0.8579], [-2.3036, -3.6693, 2.2516], [-1.1344, -4.5171, 2.3813], [2.3293, -2.9226, -1.9206], [2.4304, -3.5395, -0.2717], [0.8688, -3.4809, -1.0999], [1.1268, -0.8789, -1.2078], [-1.0134, -0.3342, 0.1795], [-1.8003, -0.4957, 2.8037], [0.1268, -1.9202, 4.1457], [2.0528, -2.6083, 2.3119], [0.2934, -5.3170, 0.8046], [-1.2458, -3.9064, -0.9636], [-3.2542, -2.7368, 0.4017], [-3.0110, -3.4229, 3.0507], [-0.7886, -5.0226, 3.2838]],
  "forces_ev_per_angstrom": [[-0.198, -0.153, 0.170], [-1.554, -0.104, -3.871], [3.577, 2.224, 2.205], [0.432, -0.061, 3.227], [-3.745, -1.166, 0.557], [-2.416, 1.788, -0.723], [1.743, 0.812, -1.881], [-0.843, -0.756, 0.483], [0.379, 0.107, -1.315], [-0.612, -0.468, -0.412], [0.889, -0.358, -0.378], [-0.137, -0.156, 1.139], [-0.204, 1.159, -0.145], [0.026, 0.047, 0.581], [0.091, 0.095, 0.128], [0.113, -0.036, 0.865], [-1.088, 0.281, -0.742], [0.192, -0.962, -0.022], [0.810, 0.750, -0.567], [0.124, 0.015, 0.748], [0.197, 0.220, 0.758], [0.252, 0.169, -0.409], [0.533, -0.253, 0.598], [0.334, 0.162, -0.704], [0.136, -0.624, -0.307], [-0.105, -0.073, -0.076], [-0.001, 0.138, -0.164], [0.180, -0.088, 0.027], [-0.167, -0.305, -0.029], [0.060, -0.052, -0.271], [-0.073, 0.017, 0.116], [0.093, -0.042, -0.024], [-0.118, -0.159, -0.087], [-0.065, 0.294, -0.010], [0.358, -0.285, 0.042], [-0.262, 0.092, -0.051], [0.157, -0.257, -0.081], [-0.481, -0.290, -0.567], [1.084, -2.410, 1.241], [-0.283, 0.482, 0.985], [0.897, 0.540, 0.911], [1.329, 0.373, -0.417], [0.596, 1.024, -0.747], [0.025, 1.163, -0.072], [-0.429, 0.869, 0.081], [-1.041, -0.394, -0.022], [-0.610, -0.893, 0.525], [0.049, -1.330, -0.013], [-0.154, -1.015, -0.647], [-0.630, -0.570, -0.859], [0.065, -0.018, -0.001], [-0.217, 0.126, -0.041], [0.189, 0.093, 0.052], [0.247, 0.090, 0.050], [-0.098, -0.407, 0.302], [0.073, -0.478, -0.064], [-0.163, -0.214, -0.389], [-0.438, 0.033, -0.003], [-0.173, 0.397, 0.154], [0.074, 0.184, 0.493], [0.476, 0.040, 0.335], [0.583, 0.143, -0.370], [-0.059, 0.448, -0.289]],
  "lowdin_charge": [-0.1076, -0.5838, -0.1307, -0.0791, -0.4041, -0.5957, -0.2296, 0.0091, -0.1176, -0.5039, 0.1215, 0.1136, 0.1095, 0.0490, -0.1197, -0.5087, 0.1116, 0.1267, 0.1123, 0.0434, 0.0873, -0.1267, -0.1069, 0.1106, 1.1322, 0.0817, 0.0838, 0.0783, 0.1094, 0.1153, 0.1048, 0.1359, 0.1200, 0.1261, 0.1243, 0.1260, 0.1250, -0.0474, -0.1349, -0.2402, -0.0771, -0.1125, -0.1112, -0.0860, 0.2434, -0.1444, -0.1466, -0.1292, -0.1316, -0.1372, 0.0812, 0.0951, 0.0576, 0.1432, 0.1048, 0.1076, 0.1192, 0.1320, 0.1141, 0.1129, 0.1043, 0.1226, 0.1166]
}

***

# 6
{
  "formula": "C8H20",
  "method": "wB97M-V/def2-TZVPD",
  "homo_ev": -10.79,
  "spin_multiplicity": 1,
  "e_above_lowest_ev": 0.752,
  "max_force_ha_per_bohr": 0.0711,
  "elements": ["C", "C", "C", "C", "H", "H", "H", "H", "H", "H", "H", "H", "H", "H", "C", "C", "C", "C", "H", "H", "H", "H", "H", "H", "H", "H", "H", "H"],
  "coordinates": [[0.0000, 0.0000, 0.0000], [-0.2703, 1.2409, -0.7019], [-0.3637, 2.5462, 0.2364], [-0.2349, 3.8635, -0.5492], [0.9194, 0.0517, 0.6071], [0.1709, -0.6958, -0.8386], [-0.8143, -0.3991, 0.6279], [0.6045, 1.4592, -1.3441], [-1.1521, 1.1275, -1.3614], [-1.2885, 2.5326, 0.8447], [0.4946, 2.6290, 0.9306], [0.5654, 4.5024, -0.1396], [-1.1876, 4.4171, -0.4988], [-0.0077, 3.6498, -1.6072], [-4.7974, 2.0926, -1.8468], [-5.5486, 2.9782, -2.8233], [-7.0422, 3.0376, -2.6466], [-7.6021, 4.0825, -3.5630], [-5.0003, 2.4291, -0.8161], [-3.7062, 2.0898, -2.0075], [-5.1725, 1.0616, -1.9605], [-5.1692, 4.0092, -2.6872], [-5.1960, 2.6172, -3.8086], [-7.5281, 2.0632, -2.8465], [-7.3089, 3.3416, -1.6161], [-7.3007, 5.0881, -3.2246], [-8.7028, 4.0471, -3.6243], [-7.1878, 3.9115, -4.5708]],
  "forces_ev_per_angstrom": [[0.526, -2.196, 0.421], [0.064, 3.648, 0.213], [0.223, -0.551, -0.441], [-0.639, 0.112, -0.320], [-0.341, -0.058, -0.190], [0.074, -0.485, 0.726], [0.222, 0.287, -0.240], [-0.454, -0.133, -0.024], [0.288, 0.391, 0.344], [0.447, -0.075, -0.273], [-0.431, -1.004, -0.083], [-0.385, -0.210, -0.238], [0.458, 0.006, -0.235], [-0.074, 0.265, 0.330], [-0.314, -0.367, 0.664], [1.523, 0.211, 0.130], [-0.484, -0.464, 0.404], [-0.480, 0.513, -0.809], [0.180, -0.291, -0.219], [-0.452, 0.067, -0.006], [0.271, 0.215, 0.238], [-0.055, -0.299, -0.311], [-0.747, 0.494, 0.006], [0.303, 0.293, 0.163], [0.298, -0.432, -0.213], [-0.125, -0.303, -0.244], [0.408, 0.086, 0.015], [-0.305, 0.277, 0.192]],
  "lowdin_charge": [-0.1630, -0.3009, -0.2491, -0.1354, 0.0821, 0.0784, 0.0818, 0.1064, 0.1052, 0.0999, 0.0967, 0.0667, 0.0643, 0.0654, -0.1304, -0.3150, -0.3106, -0.1436, 0.0737, 0.0621, 0.0753, 0.1134, 0.1157, 0.1162, 0.1160, 0.0780, 0.0739, 0.0769]
}

***

What is the formula in the third record? C23H29N3O2